[1]
{
  "formula": "HN3P2",
  "method": "the ωB97M-V functional and the def2-TZVPD basis",
  "symbols": ["N", "N", "P", "P", "N", "H"],
  "positions_angstrom": [[0.153059, -0.790247, -2.516663], [0.476869, -0.963135, -1.379091], [0.983372, 0.180912, -0.362909], [0.360351, 1.699210, -1.843079], [0.070219, 0.683646, -2.978273], [0.053968, -0.158670, 0.467895]],
  "atomic_forces_ev_per_a": [[-0.9275, 0.1400, -2.2794], [0.0039, -2.6710, -0.8288], [3.2054, 2.3314, -0.4516], [-0.1858, 2.0109, 0.7575], [0.3736, -1.6350, 0.2440], [-2.4696, -0.1763, 2.5583]],
  "lowdin_charge": [-0.14, -0.44, 0.60, 0.56, -0.43, -0.15],
  "charge": 0,
  "de_lowest_kj_mol": 162.7,
  "orbital_gap_ev": 8.76,
  "smiles": "N1=N[PH]#P=N1"
}

[2]
{
  "formula": "HN3P2",
  "method": "the ωB97M-V functional and the def2-TZVPD basis",
  "symbols": ["N", "N", "N", "P", "P", "H"],
  "positions_angstrom": [[-0.810029, -1.115768, 0.776559], [-0.306599, -1.159980, -0.326348], [0.426495, 1.150173, 0.471098], [-0.379881, 0.492847, 1.621727], [0.898421, 0.071147, -0.753569], [0.171593, 0.561581, -1.789468]],
  "atomic_forces_ev_per_a": [[-0.2883, 0.6507, 0.9769], [0.6936, -0.9821, -1.3901], [0.7325, -0.0337, -0.1421], [-0.4521, -0.0046, 0.3394], [0.0251, -0.1177, 1.2825], [-0.7109, 0.4875, -1.0666]],
  "lowdin_charge": [-0.32, -0.38, -0.65, 0.74, 0.70, -0.10],
  "charge": 0,
  "de_lowest_kj_mol": 0.0,
  "orbital_gap_ev": 7.58
}

[3]
{
  "formula": "HN3S",
  "method": "the ωB97M-V functional and the def2-TZVPD basis",
  "symbols": ["N", "N", "N", "S", "H"],
  "positions_angstrom": [[-0.537737, -1.586295, -0.040497], [-3.181539, -0.624630, 0.045345], [-0.534149, -0.409109, 0.006071], [-2.355309, 0.561036, -0.018922], [0.173030, 0.362560, 0.416664]],
  "atomic_forces_ev_per_a": [[0.4292, 1.9013, 0.0037], [-1.3168, -0.8597, 0.0072], [0.6932, 0.6295, 1.1975], [0.5458, 0.4153, -0.2549], [-0.3514, -2.0863, -0.9536]],
  "lowdin_charge": [0.03, -0.48, -0.41, 0.75, 0.11],
  "charge": 0,
  "de_lowest_kj_mol": 347.5,
  "orbital_gap_ev": 6.74
}

[4]
{
  "formula": "HN4O3",
  "method": "the ωB97M-V functional and the def2-TZVPD basis",
  "symbols": ["N", "N", "N", "N", "O", "O", "O", "H"],
  "positions_angstrom": [[0.166460, 0.750437, 0.503144], [-1.758078, -1.349095, 0.155524], [0.142152, -0.492962, 0.794728], [0.850982, 1.130043, -0.583914], [1.427752, 0.290390, -1.296897], [-2.404150, -1.611692, 1.114791], [0.906704, 2.346535, -0.793562], [0.668178, -1.063656, 0.106186]],
  "atomic_forces_ev_per_a": [[-0.7672, 0.6047, 1.0503], [-1.5114, -0.5901, 1.8786], [0.4481, -0.7694, -0.1245], [0.5102, -0.3083, -0.3903], [0.2451, -0.3807, -0.3748], [1.0929, 0.4172, -1.8825], [-0.0352, 0.5149, -0.1701], [0.0176, 0.5115, 0.0133]],
  "lowdin_charge": [-0.08, -0.03, -0.07, -0.54, -0.09, -0.14, -0.08, 0.03],
  "charge": -1,
  "de_lowest_kj_mol": 128.0,
  "orbital_gap_ev": [7.45, 7.83]
}

[5]
{
  "formula": "HN5OS",
  "method": "the ωB97M-V functional and the def2-TZVPD basis",
  "symbols": ["H", "N", "N", "N", "S", "N", "N", "O"],
  "positions_angstrom": [[0.054266, 2.222151, -1.595250], [0.343521, 1.468696, -0.940273], [-0.627501, 0.578309, -1.022211], [-0.558259, -0.485784, -0.317738], [-1.849762, -1.602349, -0.543206], [0.541776, -0.877987, 0.420494], [0.537310, -0.488843, 1.645428], [1.558649, -0.814193, 2.352756]],
  "atomic_forces_ev_per_a": [[-0.0836, -0.7306, 0.3251], [-0.7091, -0.5890, -0.0443], [1.2114, 1.6786, -0.2774], [-0.9552, 0.5800, 0.2980], [-0.5935, -0.7744, 0.0279], [2.2026, -0.3619, 0.9377], [-0.5103, 0.2574, -0.4496], [-0.5623, -0.0601, -0.8173]],
  "lowdin_charge": [-0.06, -0.12, -0.23, -0.77, -0.05, -0.13, -0.27, -0.36],
  "charge": -2,
  "de_lowest_kj_mol": 129.6,
  "orbital_gap_ev": 5.36,
  "smiles": "[H]/N=N/N([S-])/N=N/[O-]"
}

[6]
{
  "formula": "HNO2S2",
  "method": "the ωB97M-V functional and the def2-TZVPD basis",
  "symbols": ["N", "O", "O", "S", "S", "H"],
  "positions_angstrom": [[-1.689025, 1.865751, -1.005533], [1.053688, -0.158489, -0.137525], [1.079841, 2.140285, -1.313167], [-0.815936, 2.217676, -2.084544], [1.140658, 1.471822, 0.093211], [0.051259, -0.482628, -0.091016]],
  "atomic_forces_ev_per_a": [[-0.7520, -0.3456, 0.4554], [-2.9058, -0.9316, -0.1302], [-0.7267, -0.1321, -1.3779], [1.8251, 0.2779, 0.4663], [-0.5351, -0.0203, 0.6602], [3.0945, 1.1515, -0.0739]],
  "lowdin_charge": [-0.43, -0.49, -0.86, 0.92, 0.77, 0.10],
  "charge": 0,
  "de_lowest_kj_mol": 88.2,
  "orbital_gap_ev": [6.57, 6.57]
}

[7]
{
  "formula": "HNO3S",
  "method": "the ωB97M-V functional and the def2-TZVPD basis",
  "symbols": ["N", "O", "O", "O", "S", "H"],
  "positions_angstrom": [[0.977411, 0.357448, 0.254308], [-0.001710, -0.467872, -0.592050], [0.622073, 0.690784, 1.302665], [1.958263, 0.522412, -0.369706], [-1.413853, -1.031169, -0.022235], [-2.142184, -0.071603, -0.572981]],
  "atomic_forces_ev_per_a": [[-0.6264, -0.8025, -1.6672], [1.2173, -0.1472, -0.7126], [-0.7672, 0.5183, 2.0371], [0.5930, 0.0722, -0.2869], [0.1118, -0.0015, 0.6508], [-0.5285, 0.3607, -0.0211]],
  "lowdin_charge": [-0.44, -0.55, 0.14, 0.15, 0.83, -0.14],
  "charge": 0,
  "de_lowest_kj_mol": 157.0,
  "orbital_gap_ev": 10.18
}

[8]
{
  "formula": "HNO6P",
  "method": "the ωB97M-V functional and the def2-TZVPD basis",
  "symbols": ["N", "O", "O", "O", "O", "O", "O", "P", "H"],
  "positions_angstrom": [[1.186159, 0.576554, -0.382758], [-1.313255, -0.089472, -1.594949], [1.794877, -0.376697, -0.871684], [1.598050, 1.490483, 0.256645], [-1.167958, 1.755654, 0.227120], [-0.852376, -0.979116, 0.770175], [-0.249596, -1.375126, 1.942760], [-0.635565, 0.570363, -0.447633], [-0.360336, -1.572643, 0.100325]],
  "atomic_forces_ev_per_a": [[-0.7745, -1.5793, -0.7104], [1.6432, 0.3057, 0.3700], [-0.0931, 0.9417, 0.4267], [1.5426, 0.7147, 0.4042], [0.7693, 0.0219, -0.0599], [0.7803, -0.0424, -4.7332], [1.1697, 0.0599, 2.3032], [-3.5499, -1.1953, 0.9165], [-1.4875, 0.7730, 1.0830]],
  "lowdin_charge": [-0.46, -0.31, 0.01, 0.06, -0.29, -0.31, -0.35, 0.52, 0.12],
  "charge": -1,
  "de_lowest_kj_mol": 256.5,
  "orbital_gap_ev": [7.43, 7.43]
}

[9]
{
  "formula": "HNOS2",
  "method": "the ωB97M-V functional and the def2-TZVPD basis",
  "symbols": ["N", "O", "S", "S", "H"],
  "positions_angstrom": [[-0.313401, 0.363249, 0.221714], [-1.930739, 0.066389, -1.484755], [1.203957, -0.101751, 1.385539], [-1.041753, -0.672548, -0.617669], [2.081936, 0.344661, 0.495170]],
  "atomic_forces_ev_per_a": [[2.6473, -0.2529, 1.8964], [-0.4207, -0.7074, -0.2355], [-2.7247, 0.0253, -1.5446], [0.3535, 0.7682, 0.1502], [0.1446, 0.1669, -0.2664]],
  "lowdin_charge": [-0.65, -0.50, 0.58, 0.78, -0.20],
  "charge": 0,
  "de_lowest_kj_mol": 0.0,
  "orbital_gap_ev": 9.03
}

[10]
{
  "formula": "HNOS2",
  "method": "the ωB97M-V functional and the def2-TZVPD basis",
  "symbols": ["N", "O", "S", "S", "H"],
  "positions_angstrom": [[-0.357144, -0.519618, -0.323069], [2.425784, -0.934442, 0.400281], [-1.204914, 0.641165, 0.346837], [1.534126, 0.178205, 0.157111], [-2.397850, 0.634689, -0.581159]],
  "atomic_forces_ev_per_a": [[3.6706, 0.3495, 0.3130], [0.4449, -0.5534, 0.1037], [-2.8904, 0.8551, -1.1930], [-3.1680, -0.6539, -0.8528], [1.9428, 0.0027, 1.6290]],
  "lowdin_charge": [-0.70, -0.58, 0.53, 0.79, -0.05],
  "charge": 0,
  "de_lowest_kj_mol": 142.7,
  "orbital_gap_ev": [8.37, 7.36]
}

[11]
{
  "formula": "HO2PS",
  "method": "the ωB97M-V functional and the def2-TZVPD basis",
  "symbols": ["O", "O", "P", "S", "H"],
  "positions_angstrom": [[2.557633, -1.355959, -1.876308], [2.159367, 0.804246, -0.824547], [-0.240883, -1.143403, -0.397973], [1.745666, -0.516304, -1.100499], [-0.035210, -0.180432, 0.647480]],
  "atomic_forces_ev_per_a": [[1.1941, -2.4154, -3.2325], [-0.0627, 3.6941, -0.3200], [-0.7089, 0.4472, -0.4945], [-0.4509, -1.3383, 4.2618], [0.0283, -0.3877, -0.2148]],
  "lowdin_charge": [-0.41, -0.43, 0.63, 0.38, -0.17],
  "charge": 0,
  "s2": 2.007,
  "de_lowest_kj_mol": 167.8,
  "orbital_gap_ev": [6.25, 8.59],
  "spin_multiplicity": 3
}

[12]
{
  "formula": "HO2S",
  "method": "the ωB97M-V functional and the def2-TZVPD basis",
  "symbols": ["O", "O", "S", "H"],
  "positions_angstrom": [[-0.844357, 1.492746, 1.615544], [1.016325, -1.336314, -0.571382], [-0.508522, 1.091738, 0.200794], [0.336554, -1.248171, -1.244957]],
  "atomic_forces_ev_per_a": [[0.1048, -0.1595, -0.5115], [-0.2700, 0.6769, 0.3518], [0.2994, -0.4306, 0.3461], [-0.1342, -0.0869, -0.1864]],
  "lowdin_charge": [-0.80, -0.60, 0.61, -0.21],
  "charge": -1,
  "de_lowest_kj_mol": 219.9,
  "orbital_gap_ev": [6.11, 6.32]
}

[13]
{
  "formula": "I2O8V4",
  "method": "the ωB97M-V functional and the def2-TZVPD basis",
  "symbols": ["O", "V", "O", "O", "V", "O", "O", "V", "O", "O", "V", "O", "I", "I"],
  "positions_angstrom": [[-0.043691, -2.170926, -0.430055], [0.560628, -1.790922, 0.999329], [0.372666, -0.160141, 1.003443], [-4.466819, -3.543839, -2.022939], [-5.906780, -3.024297, -2.575766], [-6.053665, -3.504099, -4.023909], [3.269812, 2.638448, -4.370691], [3.110567, 3.581269, -3.134199], [2.807061, 2.730143, -1.865699], [0.650278, 2.560954, 4.078662], [0.986056, 3.966145, 3.330731], [2.493693, 3.933310, 2.882132], [4.405693, -1.733209, 2.544005], [-2.185499, -3.482836, 3.584956]],
  "atomic_forces_ev_per_a": [[1.2975, 0.0127, 2.5326], [-2.1044, 3.3639, -1.7642], [0.6665, -3.8945, 0.5460], [-3.8783, 1.4028, -1.6507], [3.6877, -1.5618, 1.4298], [0.1747, 0.0667, 0.2899], [-0.2382, 0.5755, 1.2545], [0.2766, -0.8301, -0.5905], [0.0729, 0.2336, -0.7276], [0.9130, 3.6630, -1.9956], [0.9230, -3.8579, 1.6821], [-1.8097, 0.0561, 0.4489], [-0.9202, 0.0926, -0.4340], [0.9388, 0.6773, -1.0213]],
  "lowdin_charge": [-0.35, 0.94, -0.40, -0.20, 1.31, -0.16, -0.21, 1.24, -0.24, -0.24, 1.23, -0.25, -0.26, -0.38],
  "charge": 2,
  "orbital_gap_ev": 1.91
}

[14]
{
  "formula": "I2S2",
  "method": "the ωB97M-V functional and the def2-TZVPD basis",
  "symbols": ["I", "S", "S", "I"],
  "positions_angstrom": [[-2.069422, 1.628917, -0.079888], [-1.086078, -0.389356, 0.593118], [1.100034, -0.369704, -0.580350], [2.163224, 1.505867, 0.088124]],
  "atomic_forces_ev_per_a": [[0.0805, -0.0143, -0.0377], [2.3541, 0.0946, -1.1414], [-2.9755, -1.2954, 0.6625], [0.5409, 1.2150, 0.5166]],
  "lowdin_charge": [0.30, -0.30, -0.34, 0.34],
  "charge": 0,
  "de_lowest_kj_mol": 91.6,
  "orbital_gap_ev": 7.13,
  "smiles": "ISSI"
}

[15]
{
  "formula": "I2S2",
  "method": "the ωB97M-V functional and the def2-TZVPD basis",
  "symbols": ["S", "S", "I", "I"],
  "positions_angstrom": [[-2.485398, 1.591181, 0.915049], [0.424549, -0.782148, 1.110268], [-1.585749, -0.092588, -0.322879], [2.138297, -0.132044, -0.338610]],
  "atomic_forces_ev_per_a": [[-0.0124, -0.1690, -0.2967], [-1.0006, 0.0947, -0.6070], [0.5874, -0.0085, 1.0388], [0.4256, 0.0829, -0.1351]],
  "lowdin_charge": [-0.35, -0.42, 0.47, 0.30],
  "charge": 0,
  "de_lowest_kj_mol": 190.4,
  "orbital_gap_ev": 6.40
}

[16]
{
  "formula": "I4Si",
  "method": "the ωB97M-V functional and the def2-TZVPD basis",
  "symbols": ["I", "Si", "I", "I", "I"],
  "positions_angstrom": [[0.372363, 2.181686, 1.209767], [-0.072309, 0.025271, 0.079416], [0.569404, -1.825815, 1.571668], [1.453392, -0.326258, -1.910224], [-2.322849, -0.054886, -0.950628]],
  "atomic_forces_ev_per_a": [[-0.2098, -0.6726, -0.3856], [0.5765, -0.1001, -0.7586], [-0.4284, 0.4434, -0.2161], [-0.5018, 0.3247, 0.7714], [0.5635, 0.0045, 0.5888]],
  "lowdin_charge": [0.34, -1.27, 0.34, 0.26, 0.33],
  "charge": 0,
  "de_lowest_kj_mol": 8.6,
  "orbital_gap_ev": 8.24,
  "smiles": "I[Si](I)(I)I"
}

[17]
{
  "formula": "IMn",
  "method": "the ωB97M-V functional and the def2-TZVPD basis",
  "symbols": ["Mn", "I"],
  "positions_angstrom": [[7.123692, -1.296845, 23.434490], [5.855018, 0.375035, 21.895720]],
  "atomic_forces_ev_per_a": [[-0.7726, 1.0171, -0.9360], [0.7726, -1.0171, 0.9360]],
  "lowdin_charge": [0.85, 0.15],
  "charge": 1,
  "s2": 8.763,
  "de_lowest_kj_mol": 5.5,
  "orbital_gap_ev": [6.82, 6.85],
  "spin_multiplicity": 6
}

[18]
{
  "formula": "Mn2N7O21",
  "method": "the ωB97M-V functional and the def2-TZVPD basis",
  "symbols": ["Mn", "Mn", "N", "O", "O", "O", "N", "O", "O", "O", "N", "O", "O", "O", "N", "O", "O", "O", "N", "O", "O", "O", "N", "O", "O", "O", "N", "O", "O", "O"],
  "positions_angstrom": [[-8.128111, -7.740384, 2.414357], [-12.762427, -8.527884, 2.541341], [-9.578343, -7.098356, -0.393902], [-10.185622, -7.999901, -0.984537], [-9.012869, -7.347630, 0.658448], [-9.735374, -5.912437, -0.742453], [-10.459599, -6.705990, 3.982096], [-9.326690, -6.402229, 3.794422], [-11.159706, -6.352046, 4.887401], [-10.976631, -7.619348, 3.049297], [-11.286034, -3.726187, 2.542431], [-12.345155, -3.250225, 2.244891], [-10.642132, -4.343608, 1.644854], [-10.720446, -3.656982, 3.622481], [-12.866359, -6.983716, 0.103667], [-12.870321, -5.886558, 0.708576], [-13.018699, -6.967017, -1.093673], [-12.715330, -8.051910, 0.635446], [-7.679094, -8.676185, 5.323310], [-7.831203, -8.966693, 4.254895], [-7.599467, -7.481671, 5.781437], [-7.551637, -9.500602, 6.280631], [-14.530608, -6.149904, 3.565074], [-14.190379, -7.119548, 2.912441], [-14.671167, -5.105183, 2.986174], [-14.999979, -6.355596, 4.690451], [-6.776692, -5.147881, 1.373114], [-6.967433, -6.170109, 2.221069], [-7.753362, -4.558900, 1.018611], [-5.740744, -5.134388, 0.811889]],
  "atomic_forces_ev_per_a": [[-1.1501, 1.7385, 0.3696], [0.7062, 3.1637, 0.1976], [-4.0156, 2.7738, -2.6925], [0.7377, -0.9886, -0.4243], [2.5831, -1.3270, 2.9564], [1.2134, -1.3814, 0.0662], [-2.7643, -1.7781, -0.6330], [1.7752, 0.2889, -0.4475], [-0.1027, -0.0994, -0.2255], [0.5837, 0.0846, 1.0786], [3.2849, -2.2718, -3.0486], [-2.8744, 1.8937, 0.5345], [-0.2011, -0.1164, -0.1829], [-0.2514, 0.9900, 2.9592], [-0.8142, 8.3104, -1.8185], [0.2033, -2.3603, 0.4399], [-0.5616, -0.8768, -2.4353], [0.6955, -6.1188, 3.2893], [2.2697, 5.1602, 15.3647], [-1.6399, -3.1243, -12.0784], [-0.1901, -0.3904, -2.4733], [-0.2201, -1.9483, -1.3420], [-3.5916, 2.5773, 1.3137], [2.3456, -4.9530, -2.3865], [0.4933, 1.2075, 0.0274], [0.4458, -0.0178, 1.4345], [-4.1703, -3.3078, -0.3618], [1.1620, 0.4781, 0.9153], [-0.4060, 1.5166, 0.7114], [4.4542, 0.8769, -1.1080]],
  "lowdin_charge": [1.08, 1.13, -0.57, -0.04, -0.14, 0.03, -0.47, 0.02, 0.10, -0.23, -0.67, -0.05, -0.10, -0.08, -0.60, 0.03, 0.00, -0.15, -0.65, -0.01, -0.05, -0.10, -0.61, -0.16, 0.07, -0.05, -0.57, -0.23, 0.09, 0.00],
  "charge": -3,
  "s2": 30.010,
  "orbital_gap_ev": [3.37, 3.20],
  "spin_multiplicity": 11
}

[19]
{
  "formula": "N2",
  "method": "the ωB97M-V functional and the def2-TZVPD basis",
  "symbols": ["N", "N"],
  "positions_angstrom": [[0.080520, -0.465378, 0.236872], [-0.080520, 0.465378, -0.236872]],
  "atomic_forces_ev_per_a": [[0.8910, -5.1497, 2.6211], [-0.8910, 5.1497, -2.6211]],
  "lowdin_charge": [0.00, 0.00],
  "charge": 0,
  "de_lowest_kj_mol": 8.8,
  "orbital_gap_ev": 17.31,
  "smiles": "N#N"
}

[20]
{
  "formula": "N2O2",
  "method": "the ωB97M-V functional and the def2-TZVPD basis",
  "symbols": ["O", "N", "N", "O"],
  "positions_angstrom": [[-0.526539, -0.937166, 1.219571], [-0.611701, -0.263175, 0.191615], [0.568339, 0.314916, -0.164006], [0.569901, 0.885424, -1.247180]],
  "atomic_forces_ev_per_a": [[0.8092, 2.0968, -3.1598], [-4.4664, -2.6871, 2.2116], [4.8786, 2.6640, -1.7057], [-1.2214, -2.0737, 2.6539]],
  "lowdin_charge": [0.06, -0.05, -0.07, 0.06],
  "charge": 0,
  "de_lowest_kj_mol": 152.3,
  "orbital_gap_ev": 7.18,
  "smiles": "O=NN=O"
}